# 1
The following is a DFT calculation (ωB97M-V with the def2-TZVPD basis set) of a molecular structure, C33H37Cl2N6NiO in a non-equilibrium geometry.

Values from the calculation:
2S+1 ... 3
Energy ... -4111.773785 a.u.
Net charge ... +1

Positions of all 80 atoms, in Å:
Ni (1.113, 2.567, 0.119)
C (-0.190, -1.781, -0.216)
C (-0.004, -0.669, 0.794)
O (0.801, 0.463, 0.435)
H (0.704, -2.355, -0.456)
H (-0.602, -1.469, -1.176)
H (-0.969, -2.417, 0.204)
H (0.468, -1.182, 1.631)
H (-0.965, -0.519, 1.286)
N (2.429, 2.249, -1.536)
C (2.249, 1.252, -2.507)
C (3.018, 1.170, -3.722)
C (3.946, 2.167, -4.012)
C (4.166, 3.199, -3.049)
C (3.371, 3.178, -1.875)
H (1.664, 0.389, -2.225)
H (2.773, 0.258, -4.245)
H (4.442, 2.365, -4.951)
H (4.925, 3.952, -3.204)
H (3.777, 3.876, -1.158)
N (4.135, -3.145, 2.355)
C (5.055, -3.830, 3.070)
C (5.886, -3.196, 4.065)
C (5.801, -1.804, 4.244)
C (4.849, -1.170, 3.537)
C (4.045, -1.824, 2.664)
H (5.076, -4.882, 2.825)
H (6.624, -3.885, 4.450)
H (6.335, -1.298, 5.035)
H (4.662, -0.116, 3.681)
H (3.323, -1.288, 2.066)
N (-0.480, 2.886, -1.245)
C (-0.457, 3.663, -2.443)
C (-1.554, 3.925, -3.266)
C (-2.805, 3.417, -2.929)
C (-2.908, 2.672, -1.795)
C (-1.742, 2.417, -1.027)
H (0.501, 3.888, -2.889)
H (-1.351, 4.592, -4.091)
H (-3.652, 3.636, -3.563)
H (-3.841, 2.190, -1.542)
H (-1.824, 1.700, -0.223)
N (-5.024, -1.033, 3.170)
C (-3.878, -1.784, 2.955)
C (-3.470, -2.922, 3.669)
C (-4.351, -3.355, 4.672)
C (-5.469, -2.596, 5.023)
C (-5.821, -1.473, 4.235)
H (-3.192, -1.477, 2.180)
H (-2.582, -3.470, 3.389)
H (-3.868, -4.221, 5.100)
H (-6.166, -2.819, 5.817)
H (-6.772, -1.004, 4.444)
N (0.202, 0.366, -6.117)
C (-0.430, 0.645, -4.916)
C (-0.584, -0.220, -3.844)
C (-0.002, -1.471, -4.034)
C (0.603, -1.759, -5.196)
C (0.728, -0.880, -6.248)
H (-1.072, 1.513, -4.894)
H (-1.228, 0.032, -3.015)
H (-0.216, -2.186, -3.254)
H (0.939, -2.776, -5.336)
H (1.054, -1.165, -7.238)
N (-0.158, 2.873, 1.918)
C (0.089, 2.325, 3.160)
C (-0.652, 2.748, 4.278)
C (-1.675, 3.682, 4.203)
C (-1.890, 4.355, 3.004)
C (-1.120, 3.875, 1.934)
H (0.891, 1.631, 3.365)
H (-0.433, 2.180, 5.170)
H (-2.181, 3.998, 5.103)
H (-2.552, 5.201, 2.890)
H (-1.289, 4.371, 0.989)
C (-2.205, -5.804, -2.008)
Cl (-3.684, -5.231, -2.586)
Cl (-1.687, -5.026, -0.439)
H (-2.111, -6.878, -1.848)
H (-1.541, -5.484, -2.811)


# 2
The following is a DFT calculation (ωB97M-V with the def2-TZVPD basis set) of C3H7N3O in the gas phase.

Values from the calculation:
2S+1 ... 1
Energy ... -357.897975 a.u.

Positions of all 14 atoms, in Å:
C (2.037, 0.479, -0.145)
N (0.938, 0.106, 0.720)
C (-0.306, -0.183, 0.207)
O (-0.416, -0.751, -1.116)
N (-1.215, -1.236, 0.743)
C (-1.745, -0.664, -0.516)
N (-1.530, 0.716, -0.042)
H (1.929, -0.074, -1.082)
H (2.971, 0.161, 0.327)
H (2.101, 1.556, -0.363)
H (0.938, 0.453, 1.666)
H (-1.752, -0.837, 1.520)
H (-2.606, -1.042, -1.067)
H (-1.344, 1.316, -0.852)


# 3
The following is a DFT calculation (ωB97M-V with the def2-TZVPD basis set) of a molecular structure, C48H47N4O2P2RuS3Te in a non-equilibrium geometry.

Values from the calculation:
2S+1 ... 2
Energy ... -4467.065016 a.u.

Positions of all 108 atoms, in Å:
Ru (-0.390, -1.003, 0.696)
C (-3.476, -2.140, 0.928)
O (-2.081, -2.417, 0.795)
C (-1.703, -3.705, 0.496)
C (-2.550, -4.791, 0.662)
C (-2.093, -6.064, 0.359)
C (-0.796, -6.254, -0.095)
C (0.050, -5.170, -0.240)
C (-0.394, -3.886, 0.048)
N (0.434, -2.728, -0.028)
N (1.605, -2.950, -0.421)
C (2.560, -1.968, -0.458)
C (2.410, -0.608, -0.079)
O (1.350, -0.027, 0.343)
C (3.580, 0.237, -0.140)
C (4.785, -0.220, -0.534)
C (4.968, -1.581, -0.930)
C (6.233, -2.057, -1.325)
C (6.411, -3.365, -1.690)
C (5.309, -4.234, -1.671)
C (4.067, -3.790, -1.289)
C (3.858, -2.448, -0.901)
H (-4.044, -2.739, 0.217)
H (-3.603, -1.087, 0.712)
H (-3.801, -2.340, 1.950)
H (-3.550, -4.654, 1.046)
H (-2.754, -6.910, 0.494)
H (-0.438, -7.250, -0.318)
H (1.072, -5.298, -0.565)
H (3.434, 1.266, 0.166)
H (5.641, 0.445, -0.554)
H (7.067, -1.364, -1.332)
H (7.385, -3.726, -1.991)
H (5.437, -5.269, -1.963)
H (3.229, -4.471, -1.281)
C (-0.435, 5.872, -2.477)
S (-2.178, 5.484, -2.744)
C (-2.742, 5.228, -1.034)
C (-2.833, 3.765, -0.613)
C (-1.463, 3.105, -0.618)
N (-1.427, 1.687, -0.251)
P (-1.301, 0.989, 1.310)
C (-0.507, 2.294, 2.295)
C (0.882, 2.291, 2.407)
C (1.525, 3.306, 3.099)
C (0.790, 4.330, 3.678)
C (-0.595, 4.335, 3.577)
C (-1.242, 3.318, 2.892)
C (-2.984, 0.963, 2.014)
C (-3.117, 0.502, 3.325)
C (-4.374, 0.339, 3.884)
C (-5.513, 0.625, 3.139)
C (-5.388, 1.071, 1.831)
C (-4.127, 1.238, 1.271)
P (-1.173, 0.407, -1.351)
C (-2.485, 0.708, -2.581)
C (-3.724, 0.099, -2.385)
C (-4.793, 0.392, -3.218)
C (-4.630, 1.296, -4.259)
C (-3.397, 1.897, -4.469)
C (-2.326, 1.600, -3.639)
C (0.332, 0.782, -2.309)
C (0.677, -0.136, -3.299)
C (1.846, 0.016, -4.028)
C (2.684, 1.094, -3.774)
C (2.353, 2.004, -2.782)
C (1.186, 1.847, -2.046)
H (-0.009, 6.097, -3.454)
H (0.109, 5.033, -2.045)
H (-0.328, 6.748, -1.840)
H (-3.717, 5.706, -0.950)
H (-2.061, 5.775, -0.377)
H (-3.501, 3.228, -1.293)
H (-3.271, 3.716, 0.388)
H (-0.796, 3.657, 0.055)
H (-1.051, 3.194, -1.624)
H (1.445, 1.473, 1.977)
H (2.602, 3.281, 3.206)
H (1.294, 5.118, 4.224)
H (-1.172, 5.124, 4.042)
H (-2.324, 3.318, 2.830)
H (-2.231, 0.244, 3.897)
H (-4.466, -0.019, 4.901)
H (-6.495, 0.493, 3.576)
H (-6.271, 1.287, 1.243)
H (-4.037, 1.558, 0.242)
H (-3.852, -0.607, -1.572)
H (-5.750, -0.087, -3.058)
H (-5.463, 1.529, -4.909)
H (-3.268, 2.606, -5.276)
H (-1.367, 2.074, -3.809)
H (0.032, -0.989, -3.493)
H (2.107, -0.710, -4.786)
H (3.601, 1.212, -4.336)
H (3.016, 2.832, -2.563)
H (0.969, 2.532, -1.236)
Te (0.223, -1.865, 3.098)
S (2.965, -0.171, 4.042)
C (3.766, -1.585, 3.756)
N (4.290, -1.978, 2.592)
C (4.912, -3.292, 2.533)
C (4.295, -4.086, 3.676)
S (3.986, -2.841, 4.966)
H (4.067, -1.454, 1.758)
H (5.993, -3.198, 2.669)
H (4.720, -3.750, 1.563)
H (4.961, -4.859, 4.050)
H (3.340, -4.524, 3.385)


# 4
The following is a DFT calculation (ωB97M-V with the def2-TZVPD basis set) of a molecular structure, C27H74O13 in a non-equilibrium geometry.

Values from the calculation:
2S+1 ... 1
Energy ... -2050.265790 a.u.

Positions of all 114 atoms, in Å:
C (36.310, 13.453, 24.243)
C (35.715, 14.810, 23.663)
O (35.699, 15.860, 24.710)
O (36.321, 12.632, 23.067)
H (35.841, 13.103, 24.934)
H (37.260, 13.716, 24.541)
H (34.695, 14.756, 23.546)
H (36.186, 15.446, 22.955)
H (36.583, 15.782, 25.042)
H (37.108, 12.167, 23.163)
C (41.866, 19.861, 21.023)
C (43.082, 19.554, 21.854)
O (43.200, 18.287, 22.370)
O (41.803, 21.126, 20.462)
H (41.198, 19.180, 21.625)
H (41.666, 19.194, 20.050)
H (43.095, 20.330, 22.410)
H (43.967, 19.690, 21.227)
H (43.345, 17.642, 21.724)
H (41.871, 21.679, 21.294)
C (40.112, 13.102, 22.838)
C (40.575, 14.559, 22.948)
O (41.207, 14.844, 21.654)
O (39.786, 12.767, 24.224)
H (40.761, 12.492, 22.382)
H (39.464, 13.098, 22.264)
H (41.467, 14.642, 23.890)
H (39.786, 14.978, 23.046)
H (42.029, 14.509, 21.674)
H (39.718, 11.898, 24.265)
C (42.473, 16.477, 25.872)
C (43.707, 17.337, 26.118)
C (43.520, 18.817, 26.046)
O (44.097, 17.174, 27.501)
H (41.927, 16.440, 25.005)
H (41.592, 16.861, 26.394)
H (42.725, 15.485, 26.341)
H (44.414, 17.069, 25.336)
H (44.399, 19.423, 26.248)
H (42.584, 19.267, 26.517)
H (43.305, 19.235, 24.998)
H (44.311, 16.272, 27.626)
C (41.170, 15.897, 27.950)
C (41.343, 14.763, 26.984)
C (41.752, 13.484, 27.710)
O (40.172, 14.529, 26.280)
H (40.172, 15.976, 28.361)
H (41.041, 16.836, 27.380)
H (41.940, 16.163, 28.593)
H (42.275, 14.838, 26.317)
H (41.771, 12.633, 27.135)
H (41.232, 13.364, 28.592)
H (42.734, 13.734, 28.115)
H (40.307, 13.583, 25.745)
C (38.855, 18.266, 23.969)
C (38.731, 17.507, 25.416)
C (37.784, 18.128, 26.401)
O (38.392, 16.123, 25.280)
H (37.993, 18.001, 23.512)
H (39.709, 17.953, 23.397)
H (39.258, 19.244, 23.918)
H (39.689, 17.457, 25.763)
H (37.742, 17.837, 27.412)
H (36.733, 17.891, 26.018)
H (37.970, 19.179, 26.433)
H (39.150, 15.518, 25.684)
C (35.085, 23.087, 25.603)
C (35.688, 22.412, 24.449)
C (35.863, 20.877, 24.582)
O (34.877, 22.827, 23.264)
H (34.902, 24.051, 25.603)
H (35.638, 22.752, 26.453)
H (33.983, 22.802, 25.696)
H (36.573, 22.794, 24.264)
H (36.719, 20.667, 25.138)
H (36.265, 20.610, 23.610)
H (34.954, 20.557, 25.006)
H (34.998, 23.784, 23.179)
C (36.546, 15.265, 30.252)
C (35.571, 15.674, 29.155)
C (35.266, 14.318, 28.276)
O (34.358, 16.150, 29.621)
H (36.682, 16.091, 30.853)
H (37.391, 14.990, 29.658)
H (36.171, 14.516, 30.823)
H (35.944, 16.148, 28.350)
H (34.629, 13.816, 29.170)
H (36.383, 14.105, 28.012)
H (34.615, 14.614, 27.348)
H (34.495, 17.120, 29.831)
C (35.457, 19.434, 28.490)
C (34.812, 19.677, 29.841)
C (33.309, 19.656, 29.880)
O (35.188, 18.683, 30.790)
H (36.532, 19.467, 28.499)
H (35.043, 20.191, 27.798)
H (34.992, 18.476, 28.092)
H (35.153, 20.571, 30.123)
H (33.060, 19.666, 30.818)
H (33.002, 18.802, 29.355)
H (32.978, 20.507, 29.574)
H (36.041, 18.835, 31.173)
C (40.388, 21.614, 26.451)
C (41.851, 21.612, 25.976)
C (42.088, 20.432, 24.965)
O (42.129, 22.905, 25.316)
H (39.502, 21.581, 25.880)
H (40.255, 22.545, 27.123)
H (40.198, 20.890, 27.159)
H (42.642, 21.606, 26.706)
H (43.090, 20.602, 24.361)
H (41.096, 20.585, 24.266)
H (41.917, 19.522, 25.464)
H (41.946, 23.737, 25.732)


# 5
The following is a DFT calculation (ωB97M-V with the def2-TZVPD basis set) of 2 unconnected molecules or ions with the total composition C5H13NO2 in a non-equilibrium geometry.

Values from the calculation:
2S+1 ... 1
Energy ... -403.513482 a.u.

Positions of all 21 atoms, in Å:
C (0.127, 0.645, 3.021)
C (0.511, 0.268, 1.556)
C (0.736, 1.541, 0.777)
C (0.008, 1.775, -0.602)
C (-1.048, 0.733, -0.920)
N (-0.559, -0.536, -1.173)
O (-2.301, 0.787, -0.785)
H (0.349, -0.256, 3.691)
H (-0.825, 0.974, 3.078)
H (0.844, 1.408, 3.395)
H (1.294, -0.380, 1.460)
H (-0.404, -0.221, 1.030)
H (0.453, 2.380, 1.548)
H (1.778, 1.618, 0.463)
H (-0.422, 2.770, -0.559)
H (0.824, 1.799, -1.393)
H (-1.317, -1.267, -1.099)
H (0.417, -0.797, -1.061)
O (1.741, -3.968, -1.821)
H (2.405, -4.589, -2.065)
H (1.004, -4.020, -2.419)


# 6
The following is a DFT calculation (ωB97M-V with the def2-TZVPD basis set) of 8 unconnected molecules or ions with the total composition C5H27N2O8 in a non-equilibrium geometry.

Values from the calculation:
2S+1 ... 1
Energy ... -917.924367 a.u.
Net charge ... +1

Positions of all 42 atoms, in Å:
C (2.397, 0.096, 1.076)
N (1.471, 1.212, 1.172)
C (1.862, 2.377, 2.025)
C (0.953, 2.313, 3.239)
C (-0.479, 2.484, 2.917)
O (-1.321, 1.645, 3.152)
C (1.571, -1.239, 1.007)
N (0.166, -0.981, 0.627)
H (3.111, 0.070, 1.870)
H (2.977, 0.121, 0.143)
H (1.270, 1.605, 0.270)
H (1.688, 3.261, 1.423)
H (2.913, 2.449, 2.290)
H (1.169, 3.176, 3.869)
H (1.117, 1.392, 3.791)
H (-0.879, 3.453, 2.570)
H (1.990, -1.989, 0.368)
H (1.561, -1.538, 2.056)
H (0.138, -0.396, -0.243)
H (-0.292, -0.535, 1.418)
H (-0.290, -1.854, 0.330)
H (-3.189, -0.881, -2.401)
H (-2.333, -2.028, -2.912)
O (-2.496, -1.501, -2.118)
H (-1.725, -0.125, 2.859)
H (-2.261, -1.345, 3.638)
O (-1.820, -1.089, 2.822)
H (-3.179, 2.178, -2.683)
H (-2.361, 1.507, -3.956)
O (-2.933, 1.411, -3.199)
H (0.055, -1.140, -2.546)
H (-1.064, -0.122, -2.160)
O (-0.149, -0.363, -1.973)
H (0.392, -3.332, -3.718)
H (0.127, -2.181, -4.677)
O (0.089, -2.417, -3.742)
H (1.082, 1.327, -2.324)
H (2.468, 1.835, -2.586)
O (1.701, 2.013, -2.025)
H (-2.307, -3.009, -0.707)
H (-1.723, -4.387, -0.394)
O (-1.467, -3.474, -0.572)


# 7
The following is a DFT calculation (ωB97M-V with the def2-TZVPD basis set) of 7 unconnected molecules or ions with the total composition C22H26F7O20S in a non-equilibrium geometry.

Values from the calculation:
2S+1 ... 1
Energy ... -3455.730315 a.u.
Net charge ... +1

Positions of all 76 atoms, in Å:
O (0.919, -0.350, 1.690)
C (-0.050, -1.080, 1.939)
O (-1.272, -0.473, 2.231)
C (-0.008, -2.661, 2.008)
S (0.253, -3.494, 0.377)
C (0.569, -2.281, -0.984)
C (2.176, -2.203, -1.194)
F (2.349, -1.670, -2.509)
H (-1.385, 0.367, 1.698)
H (0.803, -3.036, 2.725)
H (-1.007, -3.027, 2.440)
H (-0.972, -4.104, 0.091)
H (0.150, -1.241, -0.809)
H (0.163, -2.673, -1.983)
H (2.549, -3.277, -1.106)
H (2.699, -1.596, -0.393)
C (2.878, 2.002, -1.536)
C (2.893, 2.065, -0.041)
O (2.874, 3.450, 0.224)
C (2.214, 4.015, -0.829)
O (1.773, 5.120, -0.828)
O (2.117, 3.152, -1.880)
F (4.046, 1.545, 0.458)
H (3.877, 2.084, -1.973)
H (2.405, 1.092, -1.911)
H (2.034, 1.587, 0.439)
C (-4.883, 1.614, -1.368)
C (-5.307, 1.392, 0.048)
O (-4.152, 0.821, 0.639)
C (-3.102, 1.324, -0.058)
O (-1.961, 1.283, 0.320)
O (-3.491, 1.885, -1.227)
F (-6.318, 0.496, 0.119)
H (-5.018, 0.728, -1.993)
H (-5.402, 2.452, -1.832)
H (-5.582, 2.303, 0.585)
C (-7.133, 0.445, -6.305)
C (-7.255, 0.037, -4.871)
O (-6.133, 0.653, -4.266)
C (-5.887, 1.770, -5.009)
O (-5.194, 2.672, -4.648)
O (-6.532, 1.731, -6.205)
F (-7.138, -1.305, -4.733)
H (-6.479, -0.218, -6.878)
H (-8.100, 0.502, -6.806)
H (-8.171, 0.380, -4.381)
C (5.851, -1.234, -5.049)
C (5.867, -1.180, -3.553)
O (5.846, 0.207, -3.282)
C (5.186, 0.774, -4.332)
O (4.743, 1.882, -4.326)
O (5.089, -0.082, -5.386)
F (7.016, -1.700, -3.058)
H (6.851, -1.149, -5.484)
H (5.380, -2.142, -5.428)
H (5.008, -1.661, -3.077)
C (-0.951, 0.009, 5.961)
C (-2.355, -0.429, 5.684)
O (-3.074, 0.065, 6.793)
C (-2.398, 1.179, 7.199)
O (-2.846, 2.005, 7.929)
O (-1.148, 1.233, 6.656)
F (-2.451, -1.783, 5.675)
H (-0.411, -0.692, 6.603)
H (-0.374, 0.164, 5.048)
H (-2.780, -0.022, 4.761)
C (4.195, -0.789, 3.175)
C (4.709, -0.496, 4.549)
O (3.622, -0.861, 5.379)
C (2.965, -1.845, 4.710)
O (2.160, -2.578, 5.207)
O (3.336, -1.900, 3.401)
F (4.950, 0.825, 4.707)
H (3.616, 0.038, 2.756)
H (4.993, -1.046, 2.478)
H (5.597, -1.069, 4.831)


Q: Among the records above, which one has the highest energy?
A: C3H7N3O